# C11H24IN

A 2-piece molecular cluster, C11H24IN overall in a non-equilibrium geometry (ωB97M-V/def2-TZVPD, the Open Molecules 2025 dataset).

Summary:
- 2S+1 = 2
- total charge = +1
- highest occupied orbital energy (alpha / beta) (eV) = -13.154 / -12.809
- Kohn-Sham gap (alpha / beta) (eV) = 10.9 / 6.7
- DFT total energy (Eh) = -785.67113

CARTESIAN COORDINATES (ANGSTROEM)
1 H -2.60181 -2.43198 -0.16162
2 H 0.31449 0.98698 -1.23020
3 H 1.74293 -1.48421 0.88563
4 C 0.33979 -1.77195 -1.44346
5 H -0.78845 -3.57631 -2.03228
6 H 2.33574 1.05890 -0.84159
7 C -0.93696 -1.62584 0.64507
8 H 0.62764 -1.27204 -2.36830
9 H 3.93035 1.02938 0.78051
10 H -1.41638 1.14368 1.31803
11 H -1.63024 -0.94878 1.14413
12 H 2.66858 -0.58153 -1.32244
13 C -0.89398 1.57939 0.46635
14 C -1.55785 -2.74391 -0.13083
15 C -1.74556 2.73774 -0.12629
16 H -2.92855 4.44426 0.60476
17 H 1.19367 -2.37451 -1.13379
18 H -2.57112 2.32778 -0.70808
19 H -0.03647 2.06723 0.92980
20 C -2.31316 3.64063 1.00919
21 H -1.54239 -2.09771 -2.24355
22 H 4.74649 0.49789 -0.74497
23 C 2.54898 0.06350 -0.45196
24 H -1.55636 4.18576 1.57326
25 C 3.98122 0.27251 -0.00222
26 H -2.97833 3.19227 1.74717
27 N 0.12395 -0.84338 -0.23033
28 C -0.50515 0.56579 -0.64806
29 H -0.31343 -2.10096 1.40242
30 C -0.94043 -2.63240 -1.50880
31 H 1.09077 0.10276 1.35196
32 C 1.42859 -0.50851 0.51511
33 I -0.17235 -2.09848 4.36102
34 H -1.32687 0.20015 -1.26384
35 H -1.24056 3.37635 -0.85103
36 H 4.41584 -0.65356 0.37408
37 H -1.49257 -3.72706 0.33526

***

# C11H24NP

A 2-piece molecular cluster, C11H24NP overall in a non-equilibrium geometry (ωB97M-V/def2-TZVPD, the Open Molecules 2025 dataset).

Summary:
- total charge = 0
- relative energy (zero: lowest compared OMol25 entry of this formula, charge and spin) (eV) = 4.552
- highest occupied orbital energy (alpha / beta) (eV) = -6.840 / -5.604
- Kohn-Sham gap (alpha / beta) (eV) = 5.6 / 3.1
- DFT total energy (Eh) = -829.36522

CARTESIAN COORDINATES (ANGSTROEM)
1 H 4.77468 2.09392 0.19371
2 H -1.72061 1.30713 0.69538
3 H 2.38188 1.96431 -1.42231
4 C 0.82595 -0.11607 -0.16859
5 H 1.35603 -3.00392 1.74058
6 C 1.34243 -1.89252 1.77883
7 C 2.05222 0.61638 0.38531
8 H 3.67097 0.82570 -1.13747
9 C -3.02944 -1.90242 -1.30174
10 H 3.39590 2.56542 1.17638
11 H 1.45087 -3.47335 -0.83446
12 H 2.64452 -2.26740 -0.72554
13 H 1.26390 -1.92554 -1.59858
14 H -4.66154 2.19703 0.43635
15 C -2.46431 2.05081 0.30689
16 C 1.63869 -2.43255 -0.78073
17 H -4.49992 0.23516 -0.93932
18 H 1.70786 1.12290 1.31326
19 C -4.10227 0.12783 0.04076
20 H -0.23730 -1.76278 0.22545
21 H -2.82391 -1.28939 -2.14439
22 H -2.37458 -2.77367 -1.62417
23 C 2.94064 1.40470 -0.63591
24 N -0.03381 0.32439 -0.90762
25 H -2.47084 2.14547 -0.74823
26 H -4.09529 -2.15385 -1.19631
27 H -4.82492 -0.56169 0.53883
28 C 3.80739 2.43122 0.21181
29 H 3.77343 3.35708 -0.33699
30 P -2.61642 -0.98666 0.25349
31 H -2.42774 3.03171 0.68392
32 H 2.86430 -0.03413 0.83897
33 H -3.85515 1.43219 1.87271
34 C 0.89564 -1.60129 0.37872
35 H 0.59946 -1.55586 2.46258
36 C -3.90554 1.47765 0.73802
37 H 2.28508 -1.43786 1.95916

***

# C11H25AuCl2N2OP2

C11H25AuCl2N2OP2 as an isolated structure in a non-equilibrium geometry (ωB97M-V/def2-TZVPD, the Open Molecules 2025 dataset).

Summary:
- 2S+1 = 3
- total charge = +2
- relative energy (zero: lowest compared OMol25 entry of this formula, charge and spin) (eV) = 0.000
- highest occupied orbital energy (alpha / beta) (eV) = -15.611 / -15.844
- Kohn-Sham gap (alpha / beta) (eV) = 10.1 / 5.8
- DFT total energy (Eh) = -2357.11084

CARTESIAN COORDINATES (ANGSTROEM)
1 C 1.03834 -4.06732 -2.48247
2 H -3.21035 1.89257 -0.76039
3 H -4.15374 -0.78623 0.85986
4 C -2.68147 -1.72488 -1.70117
5 H 2.12464 -1.14104 2.33402
6 H 0.28367 4.11672 3.40678
7 C 0.63976 -2.90448 -1.63997
8 Cl 0.84516 -1.35334 -2.55922
9 H 4.26841 1.56951 -0.03519
10 H -3.78141 -1.78876 -1.73815
11 C -3.17970 1.01943 -1.41590
12 Cl 0.24987 1.90522 -2.16145
13 H -2.26118 4.03894 3.06223
14 H 0.31080 -4.23038 -3.29365
15 P 2.30963 0.17517 0.33627
16 C -1.56430 3.41145 2.55136
17 H -2.61666 1.28958 -2.31759
18 H 3.51382 0.00099 2.42800
19 C 0.39451 2.57349 1.97040
20 H -2.69799 2.08614 1.21041
21 H -2.29109 -1.52876 -2.70764
22 H 1.82918 0.57789 2.67900
23 H 1.07841 -4.96115 -1.85383
24 H -2.77658 -0.03785 1.72931
25 N -0.52041 1.91191 1.26626
26 P -2.26731 -0.33794 -0.61947
27 H 2.87284 1.99644 -1.10428
28 C 3.37812 -1.10447 -0.36487
29 C -1.75380 2.42974 1.61746
30 O 0.18566 -2.91173 -0.51283
31 Au 0.02520 0.26347 -0.34952
32 H -2.70521 -1.75917 1.26728
33 H 2.03072 -3.89645 -2.91960
34 H 4.35263 -1.04593 0.15157
35 C 3.18196 1.71412 -0.08990
36 H -4.20491 0.72227 -1.67536
37 H 3.51926 -0.93167 -1.44165
38 H -2.26185 -2.65300 -1.29792
39 C -3.06008 -0.76326 0.95960
40 H 2.88756 2.52125 0.58604
41 H 1.46900 2.43339 1.95153
42 N -0.19787 3.48994 2.76771
43 H 2.93215 -2.09411 -0.21222
44 C 2.46462 -0.11768 2.11913

***

# C11H25Br4N3O2V

C11H25Br4N3O2V as an isolated structure in a non-equilibrium geometry (ωB97M-V/def2-TZVPD, the Open Molecules 2025 dataset).

Summary:
- 2S+1 = 2
- total charge = 0
- relative energy (zero: lowest compared OMol25 entry of this formula, charge and spin) (eV) = 0.000
- highest occupied orbital energy (alpha / beta) (eV) = -7.274 / -7.312
- Kohn-Sham gap (alpha / beta) (eV) = 7.0 / 7.0
- DFT total energy (Eh) = -11988.98552

CARTESIAN COORDINATES (ANGSTROEM)
1 H -7.16760 1.71521 -0.05627
2 Br 0.76728 -0.32899 5.61301
3 H -1.29618 0.23223 -1.49896
4 H -3.34026 -1.24886 -1.11655
5 N -4.33508 0.07363 0.09371
6 H 1.15726 -1.73643 -2.49556
7 O -0.13308 -0.59290 1.55287
8 H -2.66033 -1.14678 0.42963
9 H 6.66319 0.45295 -1.15114
10 H 4.15232 -1.05482 -3.28677
11 C -3.07489 -0.50876 -0.35262
12 H 4.54588 -2.45058 -0.99759
13 N -5.80373 0.90709 1.45172
14 Br -1.84988 1.97199 2.95319
15 H 5.60877 0.67370 0.23904
16 H 3.17642 0.85272 -1.70101
17 H -6.04358 0.61893 3.46104
18 C 4.97224 -0.53149 -2.81035
19 O 1.95741 -1.20622 -2.43918
20 C 2.20693 -0.90666 -1.08091
21 H 5.17919 0.45508 -3.21598
22 H 1.36417 -0.36143 -0.64016
23 H -2.69084 1.13232 -1.69696
24 Br -2.21412 -2.00662 3.42639
25 H -5.13407 0.70396 -1.71492
26 C -5.34706 0.62659 -0.66078
27 C -2.17349 0.54674 -0.92873
28 H -1.77559 1.22720 -0.17266
29 C 5.64839 0.72220 -0.84405
30 H 6.13839 -1.81185 -0.70526
31 C 3.32435 0.09082 -0.93282
32 H 3.37370 0.42659 0.09780
33 H 4.74167 -1.47625 0.45781
34 H 5.93605 -1.04029 -2.82407
35 V -0.12195 -0.17455 3.10215
36 H 2.41253 -1.78509 -0.46129
37 C -4.70538 0.16025 1.36745
38 C -6.45739 1.28688 2.70842
39 Br 1.98090 1.59511 2.17054
40 H -7.49977 1.00517 2.56460
41 H -4.22673 -0.29554 2.22856
42 H -6.27586 2.33155 2.93475
43 N 4.72507 -0.38310 -1.33063
44 C 5.07988 -1.60241 -0.56733
45 C -6.27323 1.16477 0.16681
46 H 5.48811 1.67591 -1.33695

***

# C11H25ClMnNO6P2

C11H25ClMnNO6P2 as an isolated structure in a non-equilibrium geometry (ωB97M-V/def2-TZVPD, the Open Molecules 2025 dataset).

Summary:
- 2S+1 = 5
- total charge = 0
- relative energy (zero: lowest compared OMol25 entry of this formula, charge and spin) (eV) = 5.011
- highest occupied orbital energy (alpha / beta) (eV) = -4.338 / -4.254
- Kohn-Sham gap (alpha / beta) (eV) = 3.8 / 3.6
- DFT total energy (Eh) = -3233.74895

CARTESIAN COORDINATES (ANGSTROEM)
1 C -0.14016 -3.73830 1.12274
2 H -1.20889 -3.85661 0.90061
3 H 0.83954 -1.26013 -2.33457
4 H -3.70563 -2.50468 -2.27411
5 C -1.29583 1.97387 0.71479
6 C -2.40805 0.75163 2.90507
7 O -0.11434 -0.47679 -2.61463
8 H 1.71365 3.23806 -2.91482
9 C -1.15495 -1.34665 2.40767
10 C -2.16824 2.68575 1.51894
11 H 2.56545 -1.75105 1.68224
12 C -1.54656 0.07435 2.05840
13 H 0.11789 -4.29998 2.02757
14 H 1.81423 -2.79072 2.94918
15 H 2.63900 3.83138 -0.75102
16 C 1.18922 2.28991 -2.71698
17 O -3.15073 -3.28456 -2.44451
18 H -1.28219 2.56707 -1.37657
19 H -3.46885 2.59895 3.26773
20 H -1.96176 -1.96946 2.28727
21 H -0.81291 -1.39173 3.45405
22 C 2.26797 3.02849 -0.09384
23 H 0.45133 -4.11067 0.27400
24 H 0.19411 2.31062 -3.18512
25 H 1.62405 -1.01838 3.04043
26 H 1.23456 0.74873 -0.53175
27 O 3.69879 -1.80300 -0.23323
28 P 0.21139 -1.99341 1.38017
29 Mn -0.10730 -0.59964 -0.50355
30 H -2.65532 1.86893 -4.08458
31 H -0.75656 -1.02975 -3.09585
32 H -0.53649 3.73010 -0.24205
33 H -2.78645 0.22453 3.77532
34 N -1.08391 0.65091 0.92388
35 C 1.70738 -1.87328 2.35890
36 Cl 3.19400 -1.40928 -1.52621
37 H 3.08242 2.32882 0.14582
38 C -0.64654 2.66111 -0.47624
39 H -3.77932 -3.94860 -2.58225
40 H 1.84574 3.44178 0.83312
41 H -2.38419 3.72203 1.23781
42 O 1.72492 -1.98883 -1.58982
43 P 0.99442 2.12037 -0.94728
44 O 3.08837 0.03635 -1.65489
45 C -2.75670 2.07861 2.63003
46 O 3.93700 -1.96388 -2.61437
47 H 1.77644 1.44703 -3.10746

***

# C11H25ErFNO2P2

C11H25ErFNO2P2 as an isolated structure in a non-equilibrium geometry (ωB97M-V/def2-TZVPD, the Open Molecules 2025 dataset).

Summary:
- 2S+1 = 4
- total charge = 0
- highest occupied orbital energy (alpha / beta) (eV) = -7.444 / -7.446
- Kohn-Sham gap (alpha / beta) (eV) = 7.9 / 7.9
- DFT total energy (Eh) = -2437.03692

CARTESIAN COORDINATES (ANGSTROEM)
1 P 1.10816 1.65588 -1.64753
2 H -4.90168 0.92374 0.12960
3 H 3.25318 1.74805 1.97148
4 H -1.96976 -3.52936 0.20819
5 Er 0.60525 -0.31834 0.19239
6 H -2.41400 4.22646 -1.13737
7 O 1.09739 4.34494 0.98698
8 C -1.97927 -1.18563 3.20018
9 H -3.80559 -0.78320 1.35016
10 C -0.11863 2.92923 -1.11548
11 N -1.56186 1.10218 -0.22158
12 H 2.89662 2.88465 -0.57168
13 C 2.66799 2.59763 -1.60776
14 F 2.29189 -1.36947 0.42028
15 H -2.12231 -0.10254 3.31518
16 H 0.34835 3.56440 -0.25008
17 C -3.83940 2.70449 -0.50933
18 H 0.56989 0.55551 1.91050
19 H -0.32925 1.32837 -3.56410
20 C 0.73146 1.57404 -3.42838
21 H -1.14868 -1.49696 3.84731
22 C -1.84786 -3.30719 1.27594
23 O 2.38974 2.18662 1.81286
24 C -1.46079 2.36748 -0.69346
25 C -2.98547 -0.78743 0.61084
26 H -0.96700 -3.84792 1.64961
27 H -3.27689 -1.46965 -0.20446
28 H 1.67412 1.45251 1.99651
29 H -2.89609 -1.72400 3.47269
30 H 0.40485 4.64357 1.61233
31 H 0.96114 2.53115 -3.91588
32 H -2.73628 -3.61252 1.83944
33 H -0.27037 3.60113 -1.98542
34 H 3.46607 1.93760 -1.97152
35 C -2.79218 0.62038 0.08108
36 C -3.94042 1.39024 -0.09220
37 C -2.57651 3.20434 -0.79729
38 H -0.18120 -1.25138 -1.33212
39 H 2.60800 3.48725 -2.24533
40 P -1.51466 -1.52835 1.46763
41 H 1.33943 0.77234 -3.86886
42 H -4.72378 3.33428 -0.61555
43 H 1.63658 3.63999 1.45379